51
Properties=species:S:1:pos:R:3:forces:R:3 method="wB97M-V/def2-TZVPD" de_lowest_ev=0.000 homo_ha="-0.3456 / -0.3574" gap_ev="7.12 / 8.15" max_force_ev_per_a=6.267 spin_multiplicity=7
Cr 1.089420 3.301464 -0.142194 -1.5 -2.6 3.5
Cr 0.650638 0.637834 2.189507 2.2 0.6 -2.1
Mg 1.249761 0.265822 -1.569888 1.0 0.2 -0.5
O 1.783977 2.096093 -1.634382 0.3 1.9 0.1
H 2.241994 2.555642 -2.348386 0.1 -0.3 0.1
C 4.837341 -0.866271 2.912292 -0.4 0.0 0.0
F 4.777942 -0.827140 4.248365 0.2 -0.2 -0.3
F 6.101936 -1.051097 2.530213 -0.2 0.1 0.1
F 4.116524 -1.939327 2.506759 0.4 0.1 0.0
S 4.087847 0.699742 2.239075 -0.1 0.2 -0.4
O 4.580954 0.858369 0.895156 0.0 -0.3 0.0
O 2.668397 0.277552 2.248702 -0.6 -0.2 0.7
O 4.407499 1.706124 3.188432 0.3 0.1 0.3
P 0.852449 3.422359 2.640173 1.4 -2.8 -1.0
O 1.365332 2.373436 1.521509 2.5 -1.5 -3.1
O 0.581902 4.403124 1.432608 -1.3 1.2 -0.7
O 2.036906 3.712260 3.447474 -0.9 1.2 1.1
O -0.129305 2.250743 3.077549 -0.9 1.7 1.8
P -0.713208 0.633199 -0.060412 5.8 -1.8 1.5
O -0.490442 2.145411 -0.226387 -2.5 1.3 -1.0
O -0.608250 -0.174837 -1.372104 -3.6 0.6 -0.3
O -1.079910 0.077980 1.338347 -3.2 1.1 -0.7
O 0.847175 0.297837 0.284372 2.0 -0.9 0.4
C -3.195977 1.883321 -2.216547 0.7 -1.2 0.4
C -2.603949 1.457363 -3.545801 -0.5 -0.2 0.4
O -3.467249 2.081771 -4.445651 0.3 0.0 -0.3
C -4.711889 2.112961 -3.860227 0.0 -0.4 0.4
O -5.726148 2.269618 -4.434783 -0.1 0.2 -0.2
O -4.582329 1.864036 -2.531659 0.1 1.0 -0.1
F -2.784386 0.090874 -3.705000 0.3 -0.1 -0.1
H -2.744345 2.808160 -1.851713 -0.6 0.4 -0.2
H -3.029215 1.144985 -1.435062 -0.1 -0.2 -0.2
H -1.556067 1.661758 -3.729229 0.0 0.3 -0.1
C -0.287695 -1.588122 -5.115693 0.4 0.1 -0.4
C 0.551742 -0.715061 -4.312857 -0.4 -0.1 -0.2
N 1.194883 0.026282 -3.720859 0.3 -0.4 0.4
H -1.340333 -1.375797 -4.949153 0.0 0.0 0.1
H -0.046817 -2.631114 -4.924580 -0.1 0.0 0.2
H -0.024978 -1.375905 -6.155900 -0.2 -0.1 0.0
C -2.206237 -2.569642 3.464749 -0.7 0.1 -0.6
C -3.533466 -2.019952 3.745413 0.0 0.0 0.5
N -4.587965 -1.617350 3.956320 0.1 0.0 -0.1
H -2.401506 -3.463270 2.867976 0.3 -0.1 0.0
H -1.647235 -2.832945 4.356293 0.0 0.1 0.1
H -1.690308 -1.834831 2.847678 0.2 -0.1 0.1
C 0.835386 -4.173239 1.572844 0.3 0.1 -0.3
C 0.879673 -2.797135 2.038836 -0.2 0.0 0.3
N 0.926633 -1.721136 2.420823 -0.6 0.5 0.1
H -0.162182 -4.602584 1.592173 -0.1 0.2 0.2
H 1.505646 -4.771404 2.186935 0.0 -0.1 -0.1
H 1.179432 -4.167962 0.537892 0.1 -0.2 0.1